No. 1
This record from the OMol25 dataset describes a single C2H5N5O molecule at a distorted geometry. The level of theory is ωB97M-V with the def2-TZVPD basis set.

Structure (ORCA input):
```
! RIJCOSX wB97M-V def2-TZVPD def2/J DEFGRID3
* xyz 0 1
C -1.73750 0.84218 -0.12334
C 0.93814 -0.95427 0.75553
H -2.29798 0.24796 0.63957
H -2.16936 0.42675 -1.09561
H -2.05799 1.98437 -0.22118
H 1.51557 0.54760 -1.97668
H -0.75565 -1.37984 1.44307
N 0.29355 -0.20375 -0.41740
N 1.53332 -0.00215 -1.06833
N 2.56142 -0.22852 -0.33381
N 2.27312 -0.78964 0.73346
N 0.20416 -1.52835 1.65160
O -0.30080 1.03766 0.01313
*
```

LUMO level, eV: -0.3
Total energy, eV: -11647.4547
HOMO energy, eV: -9.572
SMILES string: [H]/N=c1/nn[nH]n1OC
Kohn-Sham gap, eV: 9.31



No. 2
This record from the OMol25 dataset describes 2 unconnected molecules or ions with the total composition C5H13N at a distorted geometry. The level of theory is ωB97M-V with the def2-TZVPD basis set.

Structure (ORCA input):
```
! RIJCOSX wB97M-V def2-TZVPD def2/J DEFGRID3
* xyz 0 1
C 0.73989 -0.10199 -1.49758
C -0.60279 -0.70099 -1.91307
C -1.69381 0.36452 -2.05080
H 0.56637 0.47413 -0.58461
H 1.52434 -0.82514 -1.30456
H 1.03757 0.60634 -2.26879
H -0.47893 -1.26974 -2.83424
H -0.95775 -1.38834 -1.14251
H -2.63907 -0.09343 -2.34998
H -1.47137 1.22784 -2.67063
H -1.96278 0.70933 -1.04532
C 1.19946 -0.86947 2.92439
C 0.31279 -0.05837 2.35075
N 0.45701 1.33846 2.35293
H 2.06454 -0.52066 3.47188
H 1.11149 -1.94392 2.86280
H -0.40762 -0.43685 1.63698
H 1.39338 1.67664 2.30850
H -0.19271 1.81166 1.75386
*
```

LUMO level, eV: 1.0
Total energy, eV: -6885.0708
HOMO energy, eV: -8.380
SMILES string: C=CN.CCC
Kohn-Sham gap, eV: 9.38